[1]
Formula: C6H11N
Source: the Open Molecules 2025 dataset
Level of theory: ωB97M-V with the def2-TZVPD basis set

CARTESIAN COORDINATES (ANGSTROEM)
C  1.72411  -0.12461  -0.00488
H  -3.44098  -0.26719  1.44628
H  -3.18304  1.50296  1.58811
C  -1.59887  0.43618  0.65766
H  -0.29153  -0.91815  1.61913
H  0.42835  -1.70681  -2.00517
H  2.76188  0.22108  -1.67588
C  -2.72244  0.51933  1.66632
N  2.71813  0.57526  -0.72405
H  3.64157  0.46486  -0.32383
H  -0.93330  -0.69421  -1.99360
C  -0.58105  -0.41521  0.69965
C  0.46280  -0.41646  -0.34655
H  1.95006  -0.10013  1.05655
H  -2.36808  0.34263  2.68622
H  -1.62758  1.16815  -0.14900
H  0.62221  0.02250  -2.49729
C  0.14350  -0.67194  -1.80897

Properties
Structure (SMILES): C/C=C/C(C)=C/N
HOMO in eV: -7.5
Orbital gap in eV: 8.52
E_LUMO in eV: 1.01
Energy relative to the best compared isomer or geometry (same formula, charge and spin) in kcal per mole: 37.6
Largest force on an atom in hartree/bohr: 0.0391
Multiplicity: 1

Löwdin population analysis, charges in e, atoms 1 to 8: -0.19 0.07 0.06 -0.17 0.11 0.08 0.07 -0.11



[2]
Formula: C7H9NS
Source: the Open Molecules 2025 dataset
Level of theory: ωB97M-V with the def2-TZVPD basis set

CARTESIAN COORDINATES (ANGSTROEM)
C  1.00534  -0.82991  -0.92207
H  2.44637  -2.26681  -1.50511
H  2.90718  -0.88231  -0.25954
S  1.65950  0.50959  1.37158
H  -1.15212  1.48929  3.35361
C  -0.91665  0.26667  0.19512
H  0.45708  -1.09662  -1.88493
H  -2.44865  1.12537  1.34202
H  -1.54944  -0.80272  -1.55725
N  0.60748  1.07824  2.57332
C  -1.40760  0.88351  1.30157
C  0.53054  -0.03807  0.08885
C  -0.61193  1.20374  2.41760
C  -1.92884  0.09414  -1.00943
C  2.44630  -1.22152  -1.21848
H  -2.99194  0.02461  -0.59071
H  2.86403  -0.47587  -1.97377
H  -1.91664  0.93867  -1.72239

Properties
Structure (SMILES): C/C=C1\SN=CC=C1C
HOMO in eV: -7.7
Orbital gap in eV: 7.84
E_LUMO in eV: 0.15
Energy relative to the best compared isomer or geometry (same formula, charge and spin) in kcal per mole: 34.1
Largest force on an atom in hartree/bohr: 0.0703
Multiplicity: 1

Löwdin population analysis, charges in e, atoms 1 to 8: -0.21 0.07 0.02 0.98 0.12 -0.23 0.11 0.10



[3]
Formula: C35H44BrN3O25P2
Source: the Open Molecules 2025 dataset
Level of theory: ωB97M-V with the def2-TZVPD basis set

CARTESIAN COORDINATES (ANGSTROEM)
H  9.01343  3.02407  -0.22282
C  0.78008  -2.57489  -2.21871
H  -6.68629  0.50698  3.65462
C  9.81203  -2.59878  -2.77785
H  -8.54106  -2.69028  -0.57375
H  1.93427  -1.13951  -3.33861
H  0.94868  -6.31815  -5.53158
C  0.57175  -0.11953  -1.99618
H  -5.38305  6.77802  4.51791
H  11.40529  2.70390  -0.36864
H  -5.23184  -2.06690  7.75289
C  3.92347  1.11065  -1.82505
O  -6.03797  -0.17003  7.49750
C  -7.41941  1.04762  0.65533
C  -6.19064  4.14574  4.03958
O  9.27327  -0.24430  1.79340
Br  -0.38404  5.07912  -0.51333
H  10.61881  -2.55210  -2.04492
H  11.22956  1.15240  -1.21147
C  -6.73105  6.05604  2.96342
C  -6.57209  0.27683  2.59904
H  3.56326  2.07043  0.38987
O  -7.77221  0.58520  1.87290
O  -5.97491  2.03579  7.02804
C  8.48253  -2.97105  -2.15505
C  -0.22525  1.92104  -0.27573
C  9.55745  0.54326  0.94945
O  10.78129  1.09985  0.80221
C  0.93475  -1.24687  -2.93061
H  6.06963  0.62370  -1.87358
O  0.17685  -3.50316  -2.67859
O  -5.98274  2.99185  4.22641
O  6.04722  3.32157  -1.48902
C  -7.77086  -1.99173  -0.88872
H  0.44873  -5.76599  -2.85831
C  -5.50731  0.95347  6.94204
H  2.08229  -6.19634  -3.39833
H  -8.61221  -0.28709  -1.94234
H  -6.24962  6.72540  2.25568
C  0.49978  -6.89020  -4.72413
H  3.52659  2.11235  -1.69573
O  -6.40847  5.05946  5.00591
C  -5.32695  -1.29968  6.98909
C  -6.02229  -2.01665  -2.32115
H  -7.53414  -1.32813  -0.05917
H  6.05606  1.78639  1.05324
O  8.19741  0.38673  -2.58840
H  4.07200  0.96887  -2.89072
P  -0.59370  3.31140  0.89514
H  -4.36195  1.25937  -1.76479
C  9.33738  2.08631  -0.67782
C  -3.31564  1.00045  -1.79362
H  3.07709  -0.83722  -1.83958
H  5.33794  0.40191  -0.30407
C  -6.38438  6.35897  4.40692
H  -8.77059  -1.82533  -2.81540
H  7.79965  -3.43183  -2.87063
H  9.06893  2.09246  -1.72446
O  -8.18220  1.22626  -0.24538
H  0.25097  -1.28847  -3.76982
O  -6.09610  1.27056  0.58306
C  -2.89433  -0.02756  -2.65702
H  3.24235  -0.22928  -0.23320
N  -1.65612  -0.40885  -2.77132
C  1.51151  0.48914  -1.21685
N  2.11533  1.71416  2.30528
C  2.95965  0.05907  -1.24564
O  -6.23865  4.72077  2.81035
H  8.57968  -3.61761  -1.28765
O  0.97680  -7.77408  -2.66203
C  5.33420  1.03724  -1.18916
H  2.02396  3.69172  0.81536
O  -4.94346  -2.25044  -2.77537
C  10.80188  1.80377  -0.44565
O  5.97969  2.62728  0.58420
C  -3.99972  -0.69142  6.58292
H  -5.87647  -1.70934  6.13863
C  8.53913  -0.75258  -2.54999
P  2.26651  2.30378  0.84134
C  -5.55307  1.15240  1.91756
O  -6.85694  -1.05608  -2.77672
N  -2.49987  1.66946  -1.02438
H  10.10611  -3.25735  -3.59004
C  0.99573  -8.77226  -3.57738
H  -6.35948  -0.78909  2.48133
H  -7.10127  7.01578  4.89164
O  -2.18589  3.23773  1.19686
H  -2.68977  3.52182  0.42053
O  8.69597  0.99068  0.00326
C  -1.19732  1.26740  -1.09029
H  -4.56063  0.71290  1.88992
H  -3.63112  -0.51463  -3.27258
O  0.85082  -8.27463  -4.83080
O  9.55651  -1.27530  -3.26839
C  1.04085  -6.52383  -3.35950
H  1.38219  1.01395  2.29402
C  5.82948  2.40852  -0.74759
H  1.26956  -2.65786  -1.23003
H  -5.49293  2.13686  2.36408
O  1.12227  -9.92357  -3.32034
C  -0.79537  0.24860  -1.95150
O  7.95947  -1.69288  -1.77499
H  -3.55169  -1.17610  5.71921
H  -0.58556  -6.79488  -4.78123
H  -3.27676  -0.68052  7.40038
C  1.08411  1.52212  -0.32556
O  -4.36433  0.65422  6.27071
O  -6.57884  -2.68670  -1.28297
C  -8.13666  -1.23996  -2.14669
H  -7.80702  6.05721  2.78171

Properties
Structure (SMILES): N=[PH2]c1c(CCCC(=O)O)c(CC=O)c2nccnc2c1P(O)Br.O=C1OCCO1.O=C1OCCO1.O=C1OCCO1.O=C1OCCO1.O=C1OCCO1.O=C1OCCO1.O=C1OCCO1
HOMO in eV: -8.5
Orbital gap in eV: 7.54
E_LUMO in eV: -0.92
Largest force on an atom in hartree/bohr: 0.0453
Multiplicity: 1

Löwdin population analysis, charges in e, atoms 1 to 8: 0.14 -0.23 0.12 -0.11 0.14 0.12 0.13 -0.11



[4]
Formula: C12H25AsBrMoN8O2S4
Source: the Open Molecules 2025 dataset
Level of theory: ωB97M-V with the def2-TZVPD basis set

CARTESIAN COORDINATES (ANGSTROEM)
H  2.09965  -4.49329  2.10083
H  3.10888  1.38568  -1.84057
S  -2.06943  -0.10660  2.01311
N  1.72007  1.38673  -0.23708
H  3.62774  2.21185  0.18571
C  -0.69009  -1.07487  -2.11824
C  1.48334  -2.76410  1.21046
O  2.38935  -0.54674  3.00834
H  -1.06564  -1.52849  -4.17084
C  2.27241  0.78358  -1.47053
H  3.33042  0.60050  0.87565
S  -2.91635  2.60690  4.25699
H  2.62276  -2.74553  -1.69254
H  2.57891  2.01251  1.60761
C  2.88462  1.56782  0.66759
C  1.17372  2.72655  -0.56913
N  -1.18164  2.03225  -0.29269
Mo  -0.11602  0.26213  0.84648
O  0.54436  -1.51143  3.62612
H  -2.43195  -1.97552  0.48688
N  1.09065  -1.49542  1.37453
S  -1.32913  0.41435  5.65303
H  -0.13154  1.97856  -2.11295
H  -2.08810  0.86362  -1.82672
C  -2.36529  1.59160  -1.07798
C  -2.14601  -1.87778  -0.55213
C  -2.91087  -2.49437  -1.53042
H  1.26872  -3.40419  3.14524
H  -3.14239  -2.83611  -3.63793
N  1.61001  -3.62556  2.22668
C  -2.55039  -2.37561  -2.85829
N  1.37066  -1.15953  2.80491
H  1.86563  -4.27930  -0.05087
H  -3.10196  1.16435  -0.40311
H  0.97399  -2.78798  -1.70519
H  -0.51377  3.59617  -1.55491
N  1.81703  -3.27529  0.01216
N  -1.05137  -1.15860  -0.82680
H  1.87149  3.25901  -1.22239
H  -2.80650  2.45235  -1.58677
C  -0.17787  2.60915  -1.22620
C  -1.69534  3.13224  0.57448
H  2.61848  -0.22300  -1.25818
Br  -4.42800  -3.47030  -1.01595
H  1.52477  0.74790  -2.25884
H  -0.89102  3.62110  1.10528
H  -2.21683  3.85606  -0.05778
S  0.33164  1.83364  2.63538
H  -2.38865  2.72738  1.30461
As  -1.45888  1.19658  3.71362
C  -1.40211  -1.65221  -3.14959
N  1.78821  -2.53546  -1.16026
H  0.21137  -0.52006  -2.32401
H  1.08828  3.29680  0.35319

Properties
Charge: +1
HOMO (alpha / beta) in eV: -10.4 / -10.1
Orbital gap (alpha / beta) in eV: 6.63 / 6.20
E_LUMO (alpha / beta) in eV: -3.74 / -3.92
Energy relative to the best compared isomer or geometry (same formula, charge and spin) in kcal per mole: 27.4
Largest force on an atom in hartree/bohr: 0.0270
Multiplicity: 3

Löwdin population analysis, charges in e, atoms 1 to 8: 0.13 0.10 0.19 -0.35 0.10 -0.19 -0.40 0.08



[5]
Formula: C11H27F3IInN2O6P
Source: the Open Molecules 2025 dataset
Level of theory: ωB97M-V with the def2-TZVPD basis set

CARTESIAN COORDINATES (ANGSTROEM)
H  0.94603  3.57985  2.02202
O  3.02565  -2.08218  -0.54157
C  -1.17242  -4.02535  -0.57198
H  1.99244  4.68294  3.53984
H  -3.31023  2.31571  -1.68455
H  3.27947  5.51538  2.65824
H  -3.41010  -0.32262  -2.55583
I  0.74501  -0.34855  0.16934
N  -4.16572  -0.95927  -2.31168
N  3.32646  2.54064  4.28061
H  -3.73404  2.53627  0.04466
O  2.62417  -5.95545  -0.15250
C  1.52970  -2.13020  -2.33088
H  -5.56866  -1.12669  -0.78192
H  0.82637  2.72978  0.48450
H  -6.14831  1.37023  -0.85301
C  1.51467  3.25674  1.14621
F  -0.73935  -3.48560  0.59828
C  -4.88456  -0.36988  -1.17874
H  0.88865  -1.37429  -2.80360
C  2.00140  -1.71032  -0.97376
H  -6.57804  0.41273  -2.27093
H  3.90008  1.70250  4.23318
C  3.07144  4.82590  3.48062
H  4.87776  3.70943  3.52495
H  4.50934  2.15620  1.78814
C  3.76431  2.95343  1.86830
H  3.37801  5.31346  4.40756
C  3.82446  3.51178  3.30049
F  -1.80694  -5.20155  -0.33802
O  3.58349  -5.26318  -2.54942
H  3.37220  -5.33732  -0.07152
H  -4.45694  0.54965  0.76622
H  -0.39741  -4.48807  -3.78236
H  -5.17990  1.46755  -2.33020
H  4.04287  3.71563  1.12801
C  -3.92865  0.01768  -0.03737
H  2.42531  -2.37215  -2.92787
O  1.89148  -7.16760  -2.36593
In  0.38549  -4.10192  -2.22531
H  3.65632  -4.33590  -2.25534
F  -2.17685  -3.15017  -0.98794
H  -3.54131  -0.90502  0.40304
P  2.20511  -5.85312  -1.77416
H  2.41335  2.22610  3.95832
C  -2.99853  2.12562  -0.65435
H  -2.04756  2.63886  -0.50030
O  -2.78380  0.74486  -0.44682
H  1.91503  4.12509  0.61379
C  -5.73848  0.78944  -1.68434
O  2.53350  2.34970  1.52176
H  -3.68175  -1.79676  -1.99586

Properties
Charge: -1
HOMO in eV: -5.7
Orbital gap in eV: 8.02
E_LUMO in eV: 2.30
Largest force on an atom in hartree/bohr: 0.0554
Multiplicity: 1

Löwdin population analysis, charges in e, atoms 1 to 8: 0.08 -0.03 -0.62 0.06 0.07 0.08 0.07 0.89



[6]
Formula: C24H42BKN6O2Se4
Source: the Open Molecules 2025 dataset
Level of theory: ωB97M-V with the def2-TZVPD basis set

CARTESIAN COORDINATES (ANGSTROEM)
H  5.61452  0.16812  -0.23934
H  1.25981  4.86777  -0.52299
C  -4.45145  1.78013  -1.83904
H  3.68830  -3.23927  4.50258
N  2.90724  -0.88599  1.25430
H  2.63327  3.60354  -2.24186
H  3.79918  -1.55575  -3.07120
C  3.60113  -0.50739  -3.28829
C  -5.62175  0.89970  -2.32651
H  -6.09142  1.38381  -3.19246
C  -0.53383  -4.52215  0.09040
H  4.32173  0.10067  -2.74630
H  -6.04684  3.19816  -1.50340
H  -5.06752  3.51435  -2.95174
C  -0.77804  -0.12337  4.48716
H  1.23238  -5.54205  2.70376
H  3.64797  2.19696  -1.94384
H  -3.40901  4.12931  -1.47583
C  -0.89198  -2.89825  -1.91696
C  -0.64620  0.50921  3.23837
C  0.71980  3.95611  -0.27167
C  -5.02125  3.21197  -1.89402
C  -3.25844  1.61284  -2.78157
H  -0.30115  -4.95340  3.32484
Se  -1.82574  2.99050  -2.65828
C  4.20029  -0.65743  1.14919
H  2.16327  1.95072  -4.00585
C  3.96593  -2.32750  2.57075
H  0.73890  2.06158  -2.97387
C  4.92976  -1.54750  1.96208
H  0.25732  4.07375  0.70740
H  -0.20685  -2.25041  -2.46370
O  -5.28267  -0.40080  -2.74913
H  -2.80389  0.64169  -2.57901
Se  1.95587  2.45456  -0.13625
H  -0.28245  -6.26261  2.14005
Se  -3.69044  -0.44603  0.05164
C  -0.33191  -3.30842  -0.58900
H  -0.33174  -2.04862  6.32392
H  1.23809  -2.48094  5.63126
H  -1.34229  2.51514  3.54437
Se  1.78699  -0.14878  -2.69275
C  1.79307  1.76930  -2.99304
N  0.65244  -3.12487  1.31771
C  -1.29533  1.76707  2.75177
H  -2.31072  1.56710  2.40347
H  4.89359  1.35938  0.85073
N  0.39081  -2.48369  0.15318
O  -4.32620  4.17731  -1.13722
N  0.50416  -1.30736  3.13751
H  5.99648  -1.61246  2.09231
H  -4.79043  -0.78106  -1.99496
H  -0.21466  -3.29944  5.08196
H  -3.61305  1.58791  -3.81398
C  0.10700  -4.36041  1.29890
C  4.69540  0.45090  0.27790
H  -6.37057  0.85702  -1.52102
H  -4.88035  1.78574  0.26476
H  5.22675  -3.59300  3.70483
C  -4.06942  1.45712  -0.39192
C  2.61262  2.54374  -1.97616
H  -0.73550  2.19211  1.91870
H  3.69189  -0.32989  -4.35931
H  -1.35016  0.20068  5.34013
B  1.36821  -2.43640  2.51555
C  0.19855  -5.32829  2.43171
H  -0.05725  3.73570  -1.00439
N  2.76076  -1.90349  2.12765
H  -3.19306  2.05513  -0.13536
H  3.73628  -4.38121  3.17167
C  4.15809  -3.44657  3.54045
C  0.18121  -2.33725  5.40570
H  1.51481  -3.27235  3.36179
N  0.13371  -0.20340  2.44446
H  3.93261  0.68857  -0.46217
K  -0.56664  -0.21319  0.06091
H  -1.83530  -2.36079  -1.78614
C  -0.03023  -1.27532  4.37795
H  -1.08500  -5.38427  -0.24465
H  -1.09325  -3.77736  -2.52984

Properties
Charge: -2
HOMO in eV: -1.2
Orbital gap in eV: 5.11
E_LUMO in eV: 3.88
Energy relative to the best compared isomer or geometry (same formula, charge and spin) in kcal per mole: 6.0
Largest force on an atom in hartree/bohr: 0.0314
Multiplicity: 1

Löwdin population analysis, charges in e, atoms 1 to 8: 0.07 0.01 -0.60 0.07 0.14 0.06 0.02 -0.42